(1)
{
  "formula": "C57H77Br2F3IN8O6P2S2",
  "method": "ωB97M-V/def2-TZVPD",
  "elements": ["H", "H", "H", "H", "C", "C", "H", "C", "C", "C", "H", "C", "C", "H", "P", "H", "H", "C", "F", "H", "C", "H", "Br", "H", "C", "H", "C", "C", "H", "C", "O", "H", "H", "H", "C", "H", "H", "H", "C", "H", "H", "F", "C", "N", "H", "N", "H", "O", "C", "C", "C", "H", "H", "C", "H", "H", "C", "C", "H", "C", "C", "N", "H", "O", "H", "H", "H", "C", "H", "I", "H", "C", "H", "H", "C", "H", "H", "H", "O", "H", "C", "H", "C", "C", "C", "N", "F", "N", "C", "C", "C", "H", "O", "C", "C", "H", "H", "H", "C", "C", "H", "C", "H", "C", "H", "H", "H", "H", "N", "H", "H", "C", "H", "C", "H", "H", "C", "C", "S", "H", "H", "H", "P", "H", "C", "H", "N", "N", "H", "H", "H", "H", "C", "C", "H", "C", "H", "C", "H", "S", "H", "C", "C", "H", "C", "C", "C", "H", "Br", "H", "C", "H", "H", "H", "O", "H", "C", "C"],
  "xyz": [[-4.932, -2.049, 2.818], [-10.078, 2.503, 1.816], [-0.222, -2.267, 1.290], [1.525, -4.188, -1.411], [3.588, 5.704, -1.079], [-5.925, -7.495, -0.515], [8.248, 1.461, -0.640], [0.635, -1.708, -0.635], [12.357, 0.154, -4.516], [1.619, 1.297, -1.265], [-8.991, 0.264, 1.613], [1.011, 6.429, -0.666], [2.786, 5.126, -0.107], [-4.389, -3.635, -0.664], [-0.510, 0.548, 1.036], [-0.792, -4.191, -0.684], [11.872, 0.519, -1.336], [3.820, 1.891, 1.513], [4.838, 2.822, 1.421], [1.611, -3.023, 2.884], [8.380, 1.237, -2.780], [-2.285, -0.330, 2.519], [-4.572, -4.962, -2.767], [-3.373, -1.812, 0.590], [-4.029, 1.481, -4.215], [-0.341, -1.343, -3.757], [3.708, 6.490, 4.910], [-8.575, 1.032, 2.250], [-6.918, -0.171, 2.914], [-6.181, -0.481, 6.606], [-3.812, 2.699, -4.959], [1.437, 6.920, 2.460], [4.133, 0.606, -0.222], [4.185, -0.900, -2.079], [-7.434, 2.879, 3.872], [5.658, 1.437, -4.771], [8.117, 1.067, -4.912], [-6.944, 3.591, 4.528], [12.428, 0.356, -2.253], [-5.080, -0.049, 4.809], [3.610, -1.784, -3.527], [4.294, 0.911, 2.310], [-1.402, -1.276, -3.536], [1.518, 5.472, 0.109], [-6.655, -3.824, -1.728], [-4.043, -1.369, 5.986], [-1.837, -1.806, -4.377], [3.245, -2.807, 1.377], [-8.593, 3.221, 3.194], [-7.238, -9.587, 0.610], [-6.162, -1.207, 7.786], [-2.602, 0.839, -5.581], [9.452, 1.081, -2.805], [6.343, 1.636, -1.614], [-0.023, 6.693, -0.467], [2.997, 5.194, 3.348], [3.865, -1.861, -2.474], [-3.084, -2.583, 1.287], [-1.013, 0.750, -4.086], [6.272, 1.434, -3.876], [-0.522, 2.356, 0.640], [2.021, -1.463, -1.042], [-2.085, 0.716, -2.741], [2.163, 1.000, 0.014], [-3.062, -4.639, 0.792], [-2.557, 1.325, 2.084], [-5.382, -6.679, -0.984], [1.724, 7.068, -1.668], [-0.412, 1.288, -1.890], [-1.164, -4.313, -3.706], [2.831, 9.538, 5.557], [-4.040, -2.058, 7.124], [3.679, 2.277, -0.553], [-3.165, -2.675, 7.296], [2.062, 7.134, 3.318], [1.349, 9.148, 3.596], [-3.939, 3.419, -4.346], [3.634, 7.170, -2.649], [0.093, -2.385, -1.716], [2.688, -4.186, -2.707], [7.716, 1.447, -1.582], [0.516, -0.017, -2.510], [2.508, -3.830, -1.691], [2.837, 8.585, 5.039], [3.484, 1.422, 0.103], [11.706, 0.354, -3.372], [2.781, 2.500, 2.117], [3.675, 7.672, 5.525], [0.689, -2.486, 0.726], [13.801, 0.166, -2.223], [-7.008, -7.233, 0.314], [-3.856, -2.066, -3.271], [2.094, -0.893, 2.419], [14.462, -0.042, -3.422], [-4.563, -3.307, -1.680], [-3.502, -0.504, -4.939], [1.257, 7.837, -2.269], [-1.082, 2.857, 1.425], [7.641, 1.229, -3.954], [-2.366, -3.797, 0.710], [-2.295, -4.584, -1.268], [-0.283, -0.419, -0.571], [11.745, 0.158, -5.411], [-7.677, -8.302, 0.886], [-5.056, 1.134, -4.344], [-2.487, -2.147, 2.079], [-6.986, -1.144, 8.486], [1.446, 2.380, -1.302], [5.621, 1.636, -2.732], [0.676, -3.566, 0.589], [4.613, 5.381, -1.206], [-7.418, 0.790, 2.975], [3.172, 4.347, 0.535], [0.330, 0.550, -1.603], [-3.900, 1.716, -3.161], [-7.011, 0.165, 6.354], [3.043, 6.696, -1.877], [-6.145, -9.741, -0.229], [-4.616, -3.155, 2.129], [-9.028, 4.204, 3.313], [-5.766, -10.729, -0.469], [3.300, -4.256, -1.077], [-1.670, -2.301, -1.945], [-7.315, -6.213, 0.503], [-3.635, -2.202, -2.217], [-2.925, 0.117, 0.889], [-6.846, 1.689, 3.775], [-5.491, -8.725, -0.788], [-1.600, -4.091, 1.429], [-6.337, -2.321, -2.540], [-7.730, -10.452, 1.035], [2.366, 1.104, -2.037], [2.669, -2.340, -1.682], [-2.229, 0.364, 1.689], [-5.012, -2.599, 8.962], [-9.174, 2.275, 2.365], [0.495, 2.725, 0.661], [-1.851, 0.195, -3.663], [-8.526, -8.137, 1.538], [2.031, -2.212, 1.873], [4.702, -2.544, -2.317], [-6.063, -2.913, -1.673], [-5.069, -2.015, 8.053], [14.335, 0.180, -1.283], [-3.018, 0.431, -4.659], [13.726, -0.049, -4.596], [-5.103, -0.599, 5.743], [-1.013, 2.590, -0.306], [-4.368, -0.511, -1.419], [15.533, -0.196, -3.442], [-1.799, -3.789, -0.722], [5.792, 1.806, -0.703], [4.398, 5.764, 5.328], [-6.341, -2.451, -0.731], [-1.578, -0.994, -0.846], [14.201, -0.209, -5.554], [2.012, 8.368, 3.946], [2.928, 6.171, 3.808]],
  "total_charge": -1,
  "e_tot_ha": -10331.9852,
  "spin_multiplicity": 1,
  "orbital_gap_ev": 6.65
}

(2)
{
  "formula": "C57H85F6N6O23S2",
  "method": "ωB97M-V/def2-TZVPD",
  "elements": ["O", "F", "H", "C", "H", "C", "H", "O", "N", "H", "H", "C", "C", "H", "C", "H", "H", "H", "F", "C", "C", "C", "H", "H", "N", "H", "H", "H", "C", "H", "C", "H", "C", "H", "O", "H", "H", "C", "H", "C", "H", "H", "H", "H", "C", "H", "H", "C", "H", "H", "O", "C", "H", "C", "C", "C", "C", "C", "H", "H", "H", "O", "H", "O", "C", "H", "H", "C", "H", "H", "H", "H", "O", "C", "H", "O", "C", "C", "C", "N", "C", "H", "F", "O", "O", "C", "C", "H", "O", "H", "H", "C", "H", "H", "H", "C", "H", "C", "C", "H", "C", "H", "N", "C", "C", "C", "C", "O", "H", "F", "H", "C", "O", "F", "H", "H", "N", "C", "H", "H", "H", "H", "C", "O", "O", "H", "H", "C", "H", "H", "H", "H", "H", "C", "H", "O", "C", "C", "O", "H", "H", "C", "S", "H", "H", "H", "C", "H", "H", "H", "N", "C", "S", "O", "H", "C", "H", "C", "O", "O", "H", "H", "C", "H", "C", "C", "O", "C", "H", "O", "O", "H", "H", "H", "F", "H", "H", "C", "C"],
  "xyz": [[-21.535, -7.749, -20.307], [-32.318, -11.814, -22.816], [-34.371, -11.187, -18.395], [-36.189, -11.800, -19.538], [-25.866, -4.074, -20.272], [-22.568, -7.763, -21.326], [-28.842, -6.420, -21.506], [-24.295, -12.786, -15.696], [-34.616, -14.490, -20.818], [-27.813, -13.291, -27.020], [-31.337, -17.000, -26.336], [-26.002, -13.519, -22.406], [-30.547, -13.149, -19.577], [-32.696, -14.202, -21.816], [-26.219, -14.117, -24.532], [-30.380, -13.688, -20.510], [-23.965, -13.739, -22.179], [-27.869, -13.604, -23.315], [-31.873, -9.687, -23.562], [-35.901, -10.600, -25.638], [-28.949, -4.663, -20.345], [-33.269, -6.428, -23.965], [-31.283, -9.590, -17.844], [-33.277, -10.897, -26.760], [-34.402, -10.953, -20.534], [-30.543, -13.800, -18.703], [-24.904, -8.451, -13.798], [-27.591, -8.033, -14.739], [-33.311, -14.799, -21.159], [-24.013, -6.007, -21.057], [-28.626, -12.683, -27.417], [-21.920, -9.177, -23.862], [-24.796, -13.879, -22.855], [-29.112, -5.844, -25.284], [-29.560, -12.124, -19.557], [-26.203, -9.518, -24.572], [-23.954, -7.787, -24.629], [-24.179, -12.239, -19.227], [-24.125, -9.672, -14.724], [-23.586, -7.103, -19.214], [-34.349, -8.276, -24.267], [-31.533, -12.748, -19.341], [-23.029, -11.717, -23.163], [-37.288, -10.891, -27.187], [-24.047, -10.844, -18.617], [-26.032, -10.533, -15.779], [-31.200, -5.940, -24.374], [-35.186, -11.544, -27.631], [-26.551, -10.275, -14.144], [-27.946, -9.013, -16.215], [-24.123, -11.045, -17.196], [-30.729, -16.098, -26.264], [-30.601, -10.485, -13.682], [-31.276, -9.647, -15.584], [-35.106, -15.472, -19.979], [-28.521, -6.726, -25.037], [-27.957, -9.059, -19.846], [-27.041, -6.445, -25.161], [-24.816, -10.097, -18.814], [-30.749, -7.735, -21.458], [-34.997, -6.896, -25.218], [-27.823, -4.327, -19.696], [-29.158, -12.172, -15.249], [-27.213, -10.810, -21.891], [-27.173, -8.632, -15.548], [-28.354, -11.174, -26.203], [-36.826, -12.150, -18.740], [-24.819, -14.263, -24.210], [-23.972, -6.208, -18.726], [-29.247, -16.978, -24.806], [-26.433, -5.714, -19.863], [-33.725, -12.633, -26.601], [-31.723, -14.677, -24.657], [-29.776, -16.058, -25.056], [-32.481, -7.401, -21.080], [-34.652, -11.142, -25.416], [-26.202, -7.815, -16.332], [-27.190, -4.942, -21.802], [-32.949, -15.942, -20.447], [-26.879, -13.771, -23.426], [-23.790, -13.178, -18.124], [-23.075, -10.418, -18.866], [-26.871, -8.279, -19.945], [-28.463, -11.278, -27.151], [-28.930, -10.724, -24.278], [-34.111, -16.407, -19.790], [-35.356, -11.235, -21.515], [-26.745, -14.268, -25.463], [-33.572, -8.111, -27.141], [-26.629, -5.681, -22.374], [-37.332, -12.240, -21.285], [-31.565, -7.895, -20.754], [-22.846, -8.808, -21.463], [-30.136, -15.927, -27.163], [-28.819, -6.950, -24.012], [-36.252, -10.563, -27.093], [-23.473, -12.435, -20.034], [-27.645, -7.612, -27.013], [-34.104, -7.350, -24.788], [-28.753, -12.923, -28.473], [-30.956, -10.003, -16.901], [-31.302, -16.505, -23.590], [-29.616, -10.408, -21.554], [-24.031, -8.816, -24.311], [-22.931, -9.554, -23.917], [-29.869, -11.412, -15.537], [-26.691, -4.780, -20.362], [-24.984, -7.929, -15.794], [-24.054, -14.523, -24.926], [-29.053, -8.393, -19.451], [-24.077, -7.998, -18.832], [-23.986, -12.332, -16.809], [-21.269, -7.403, -18.229], [-31.670, -11.464, -24.906], [-29.243, -4.940, -22.489], [-36.059, -9.546, -27.434], [-24.780, -10.831, -23.856], [-26.254, -9.751, -15.053], [-29.672, -11.554, -20.321], [-27.117, -3.979, -22.307], [-29.687, -11.554, -17.596], [-35.099, -11.157, -22.561], [-25.174, -9.613, -24.259], [-32.238, -14.221, -26.786], [-28.165, -8.603, -22.514], [-34.169, -17.264, -19.135], [-25.209, -12.331, -19.573], [-23.821, -7.023, -20.712], [-31.566, -7.581, -23.709], [-22.797, -13.622, -18.189], [-28.498, -8.892, -25.641], [-26.514, -7.034, -24.410], [-28.962, -15.376, -25.301], [-34.921, -11.307, -19.316], [-31.393, -7.297, -19.859], [-29.377, -12.639, -22.859], [-30.836, -15.619, -24.020], [-28.660, -5.358, -21.667], [-30.049, -4.454, -19.858], [-22.270, -7.273, -22.253], [-24.462, -14.033, -18.052], [-30.590, -10.502, -14.762], [-29.680, -11.231, -23.130], [-24.664, -7.643, -21.018], [-31.963, -16.377, -20.373], [-26.865, -5.420, -24.836], [-24.957, -8.968, -14.756], [-35.630, -12.485, -27.955], [-29.723, -7.859, -26.328], [-35.189, -13.748, -21.193], [-30.029, -10.997, -16.827], [-23.465, -10.841, -23.622], [-28.235, -9.790, -21.671], [-31.779, -9.291, -20.655], [-30.975, -9.761, -20.889], [-22.033, -7.395, -19.151], [-26.272, -13.236, -21.399], [-34.081, -11.604, -26.555], [-27.523, -8.056, -28.166], [-31.961, -7.257, -25.772], [-33.518, -5.382, -24.145], [-31.971, -8.904, -15.221], [-31.867, -6.801, -24.408], [-25.388, -11.624, -23.710], [-31.656, -14.904, -26.007], [-28.691, -7.874, -25.978], [-26.424, -7.158, -17.315], [-36.423, -11.821, -20.880], [-34.663, -11.185, -28.518], [-26.701, -6.776, -26.492], [-36.639, -10.210, -24.739], [-29.543, -12.915, -26.875], [-36.138, -15.451, -19.661], [-33.456, -6.619, -22.908], [-27.744, -10.000, -18.963], [-33.496, -10.520, -20.644], [-30.336, -15.068, -23.223], [-33.195, -7.641, -26.056], [-31.579, -11.062, -23.654]],
  "de_lowest_kj_mol": 0.0,
  "total_charge": -1,
  "e_tot_ha": -5677.5826,
  "spin_multiplicity": 1,
  "orbital_gap_ev": 8.10
}